1.
A 2-piece molecular cluster, C6H15NS overall in a non-equilibrium geometry, computed with ωB97M-V with the def2-TZVPD basis set.

Calculated values
- Charge: 0

Last column: Mulliken charge in e.
Positions of all 23 atoms, in Å:
1 C 2.340 -2.059 1.678  -1.188
2 C 1.566 -0.851 2.093  -0.095
3 C 0.272 -0.693 1.817  -0.196
4 N -0.418 0.543 2.013  -0.537
5 H 1.704 -2.921 1.468  0.324
6 H 2.885 -1.802 0.752  0.246
7 H 3.132 -2.360 2.359  0.367
8 H 2.098 -0.011 2.533  0.283
9 H -0.299 -1.562 1.498  0.325
10 H 0.215 1.307 2.240  0.248
11 H -1.088 0.542 2.780  0.284
12 C -0.736 -0.435 -2.085  -1.075
13 C -1.110 0.916 -2.644  -0.260
14 C -1.129 2.004 -1.592  -0.651
15 S -2.134 1.674 -0.122  -0.306
16 H 0.272 -0.414 -1.646  0.252
17 H -0.761 -1.258 -2.803  0.363
18 H -1.401 -0.701 -1.257  0.296
19 H -0.514 1.183 -3.520  0.308
20 H -2.139 0.816 -3.065  0.229
21 H -1.487 2.960 -1.976  0.335
22 H -0.118 2.173 -1.199  0.310
23 H -1.151 0.947 0.677  0.136



2.
C17H34NPSiSn as an isolated structure in a non-equilibrium geometry, computed with ωB97M-V with the def2-TZVPD basis set.

Calculated values
- Charge: 0

Last column: Mulliken charge in e.
Positions of all 55 atoms, in Å:
1 C 0.481 3.219 -3.661  -0.865
2 C -0.799 2.757 -3.335  -0.497
3 C -1.018 1.837 -2.290  0.371
4 C 0.090 1.372 -1.528  -0.089
5 C 1.397 1.793 -1.920  1.368
6 C 1.585 2.714 -2.966  -0.782
7 C -2.429 1.318 -2.083  -1.283
8 C -2.457 -0.188 -1.771  0.208
9 N -2.687 -1.017 -2.952  -0.101
10 Sn 0.000 0.000 0.000  0.123
11 C 2.595 1.126 -1.267  -1.601
12 P 2.034 -0.626 -0.994  0.959
13 H -1.663 3.109 -3.911  0.349
14 H 2.601 3.020 -3.242  0.402
15 H 0.620 3.940 -4.473  0.364
16 H 2.813 1.543 -0.265  0.270
17 H 3.509 1.202 -1.884  0.603
18 H -2.916 1.836 -1.243  0.420
19 H -3.019 1.536 -2.990  0.324
20 H -1.526 -0.481 -1.222  -0.309
21 C 3.400 -1.468 -0.083  -1.227
22 C 2.095 -1.371 -2.680  -1.350
23 H -3.305 -0.366 -1.079  0.482
24 C -1.522 -1.137 -3.816  -0.638
25 C -3.235 -2.317 -2.597  -0.929
26 H 0.186 -0.938 1.534  -0.299
27 H -1.785 -1.725 -4.712  0.448
28 H -1.191 -0.140 -4.151  0.189
29 H -0.654 -1.638 -3.318  0.010
30 H -3.480 -2.882 -3.514  0.327
31 H -2.536 -2.944 -1.988  0.254
32 H -4.162 -2.180 -2.015  0.320
33 H 3.112 -1.330 -3.108  0.422
34 H 1.756 -2.420 -2.631  0.390
35 H 1.400 -0.804 -3.321  0.269
36 H 4.357 -1.384 -0.628  0.389
37 H 3.505 -1.004 0.912  0.309
38 H 3.153 -2.535 0.051  0.381
39 H -0.305 -1.426 1.062  0.248
40 C -1.593 2.648 3.227  -0.993
41 Si 0.082 1.957 2.783  0.409
42 C 1.431 2.988 3.545  -1.073
43 C 0.213 0.325 3.695  -1.031
44 C 0.325 1.998 0.886  -0.763
45 H -1.704 2.684 4.340  0.278
46 H -2.381 2.000 2.796  0.268
47 H -1.690 3.670 2.816  0.309
48 H 1.309 3.006 4.649  0.288
49 H 2.418 2.542 3.298  0.298
50 H 1.388 4.027 3.151  0.291
51 H -0.637 -0.331 3.429  0.285
52 H 1.185 -0.170 3.481  0.258
53 H 0.145 0.515 4.785  0.348
54 H -0.340 2.800 0.499  0.389
55 H 1.346 2.372 0.801  0.212



3.
C7H8AlF9O10S3 as an isolated structure in a non-equilibrium geometry, computed with ωB97M-V with the def2-TZVPD basis set.

Calculated values
- Charge: 0

Last column: Mulliken charge in e.
Positions of all 38 atoms, in Å:
1 Al 0.099 -0.171 -0.709  0.243
2 C 2.098 2.109 2.421  0.825
3 F 2.424 3.231 1.773  -0.214
4 F 2.805 1.074 2.061  -0.193
5 F 2.323 2.392 3.669  -0.258
6 S 0.198 1.747 2.147  1.095
7 O -0.303 1.015 3.354  -0.268
8 O -0.567 3.000 1.983  -0.332
9 O 0.094 0.957 0.908  -1.590
10 C -0.079 4.162 -1.894  0.545
11 F -1.309 4.173 -2.508  -0.210
12 F 0.875 3.691 -2.738  -0.164
13 F 0.070 5.421 -1.473  -0.180
14 S -0.129 3.003 -0.279  1.100
15 O 1.217 2.976 0.304  -0.622
16 O -1.106 3.600 0.730  -0.332
17 O -0.581 1.664 -0.637  -0.020
18 C 2.844 -1.403 2.913  0.750
19 F 3.690 -0.759 2.189  -0.189
20 F 3.076 -2.674 2.880  -0.214
21 F 2.848 -1.023 4.174  -0.232
22 S 1.050 -1.203 2.241  1.222
23 O 0.970 -0.716 0.873  -0.095
24 O 0.445 -2.556 2.294  -0.672
25 O 0.272 -0.381 3.175  -0.532
26 C -1.698 -3.272 -3.105  -0.528
27 C -2.466 -3.319 -1.752  -0.598
28 C -2.370 -1.870 -1.307  -0.410
29 O -1.137 -1.353 -1.801  0.209
30 C -0.719 -2.019 -3.050  -0.603
31 H -2.409 -3.164 -3.924  0.299
32 H -1.132 -4.197 -3.217  0.294
33 H -1.963 -3.919 -0.994  0.283
34 H -3.499 -3.661 -1.819  0.353
35 H -2.429 -1.684 -0.235  0.336
36 H -3.132 -1.223 -1.744  0.278
37 H 0.335 -2.290 -2.985  0.334
38 H -0.705 -1.358 -3.916  0.290



4.
An isolated ion of composition C3H5I2N2 and charge +1 in a non-equilibrium geometry, computed with ωB97M-V with the def2-TZVPD basis set.

Calculated values
- Multiplicity: 3
- Charge: +1

Last column: Mulliken charge in e.
Positions of all 12 atoms, in Å:
1 C 0.627 -0.529 -1.213  -0.051
2 C -0.489 -0.605 -3.451  0.128
3 C 0.931 -0.106 2.852  -0.783
4 N -0.007 -0.626 -2.242  -0.087
5 N -0.418 0.497 -4.229  -0.409
6 I -0.579 -0.193 1.162  0.543
7 I -1.589 -2.244 -4.141  0.180
8 H 0.549 -0.836 3.704  0.330
9 H 1.050 0.929 3.061  0.339
10 H 1.760 -0.433 2.208  0.312
11 H 0.260 1.213 -3.988  0.246
12 H -0.490 0.355 -5.175  0.251



Looking at energy relative to the best compared isomer or geometry (same formula, charge and spin) for the records above, in order, we have 105.4; 454.5; 1154.7; 15.1 kJ/mol.
Looking at M for the records above, in order, we have 133.3; 430.2; 546.3; 322.9 g mol⁻¹.